# C9H13NO

A 2-piece molecular cluster, C9H13NO overall in a non-equilibrium geometry (ωB97M-V/def2-TZVPD, OMol25).

XYZ file:
```
24
Properties=species:S:1:pos:R:3:forces:R:3
C 0.775 0.440 -2.054 -0.5 -1.1 0.0
C 0.438 -0.751 -1.164 0.2 1.1 0.0
C 1.297 -1.041 -0.115 -0.1 -0.7 0.3
C 0.968 -2.022 0.817 -0.2 0.3 0.3
C -0.265 -2.648 0.760 -0.4 0.1 -0.4
C -1.079 -2.431 -0.356 0.1 -0.1 0.5
C -0.753 -1.463 -1.289 0.5 -0.7 -0.5
H 0.741 1.367 -1.490 0.1 0.1 0.0
H 0.025 0.482 -2.844 0.2 0.2 -0.2
H 1.769 0.306 -2.475 0.0 0.2 -0.1
H 2.224 -0.505 0.037 0.1 0.1 -0.3
H 1.640 -2.243 1.636 0.0 0.1 0.1
H -0.642 -3.253 1.573 0.3 -0.4 -0.1
H -1.958 -3.045 -0.486 -0.2 0.2 0.0
H -1.362 -1.380 -2.185 0.0 0.3 0.2
C -1.529 1.532 0.361 -1.4 0.5 0.2
C -0.290 2.259 0.782 0.2 -0.4 1.1
N 0.444 1.525 1.696 0.4 -0.2 -0.3
O -0.015 3.409 0.530 0.0 0.0 -0.5
H -2.336 1.846 1.034 0.2 0.1 0.3
H -1.499 0.454 0.458 0.3 -0.1 -0.2
H -1.943 1.851 -0.590 0.5 -0.1 -0.4
H 1.404 1.805 1.837 -0.2 0.3 0.1
H 0.328 0.523 1.711 -0.1 0.1 -0.1
```
Positions in Å, forces in eV/Å.

## Properties
strongest force on any atom: 0.029 hartree/bohr
structure (SMILES): Cc1ccccc1.CC(N)=O

Löwdin atomic charge list, values in e, 8 entries:
1. C -0.03
2. C -0.29
3. C -0.08
4. C -0.10
5. C -0.09
6. C -0.09
7. C -0.07
8. H 0.06

# C6H9N

A single C6H9N molecule (ωB97M-V/def2-TZVPD, OMol25).

XYZ file:
```
16
Properties=species:S:1:pos:R:3:forces:R:3
C 1.411 -2.004 -1.045 -0.1 0.1 0.1
C 0.995 -1.089 -0.211 -0.1 0.0 0.0
C 0.392 -0.199 0.536 0.1 -0.2 -0.2
C 1.087 0.661 1.558 0.0 0.0 0.0
C -1.091 -0.085 0.279 0.0 -0.2 -0.2
C -1.567 0.906 -0.715 0.0 0.0 -0.3
N -1.921 1.034 0.694 -0.1 0.1 0.2
H 1.415 -3.058 -0.778 0.1 0.1 0.0
H 1.714 -1.739 -2.055 0.1 0.0 0.2
H 0.907 1.728 1.375 0.0 -0.1 0.0
H 2.168 0.498 1.531 -0.2 0.0 0.0
H 0.720 0.437 2.566 0.0 0.0 -0.1
H -1.622 -1.032 0.330 0.1 0.1 0.0
H -2.367 0.653 -1.405 0.0 0.1 0.1
H -0.820 1.593 -1.106 -0.1 -0.1 0.0
H -1.368 1.765 1.112 0.1 0.2 0.2
```
Positions in Å, forces in eV/Å.

## Properties
strongest force on any atom: 0.006 hartree/bohr
structure (SMILES): C=C=C(C)[C@@H]1CN1

Löwdin atomic charge list, values in e, 8 entries:
1. C 0.01
2. C -0.07
3. C -0.26
4. C -0.05
5. C -0.29
6. C -0.14
7. N 0.02
8. H 0.06

Frontier orbital gap readings, ordered: 10.20 9.78 eV